DFT (ωB97M-V/def2-TZVPD) results for 12 unconnected molecules or ions with the total composition C43H92F6N11O15S2.

Geometry (Å):
O1 -1.060 -1.325 2.411
H1 -1.770 -1.971 2.391
H2 -0.866 -0.919 1.563
H3 -0.259 -1.649 2.829
C1 1.050 1.137 1.531
F1 0.394 1.766 2.475
F2 2.225 1.760 1.239
F3 1.378 -0.134 1.928
S1 -0.032 1.002 -0.099
O2 -0.997 2.062 -0.019
O3 0.937 1.256 -1.176
N1 -0.853 -0.602 -0.014
S2 -0.293 -1.213 -1.363
O4 -0.697 -0.447 -2.523
O5 1.184 -1.556 -1.225
C2 -1.173 -2.996 -1.534
F4 -0.375 -3.785 -2.282
F5 -1.283 -3.540 -0.388
F6 -2.285 -2.955 -2.193
C3 -1.503 6.535 4.374
C4 0.034 6.827 4.021
C5 0.898 5.677 4.506
C6 0.875 4.418 3.629
C7 1.294 4.864 2.246
C8 0.493 6.038 1.576
N2 0.303 7.126 2.581
O6 -0.338 8.335 2.104
C9 1.408 6.501 0.404
C10 -0.865 5.381 1.124
C11 0.436 8.016 4.909
H4 -1.602 6.526 5.460
H5 -1.891 5.593 3.985
H6 -2.084 7.283 3.835
H7 1.758 5.951 5.117
H8 0.243 5.370 5.321
H9 -0.085 3.903 3.600
H10 1.574 3.660 3.983
H11 1.362 3.994 1.594
H12 2.322 5.216 2.335
H13 2.463 6.717 0.573
H14 1.298 5.748 -0.376
H15 1.123 7.465 -0.017
H16 -1.259 4.568 1.733
H17 -1.635 6.145 1.233
H18 -0.858 4.909 0.141
H19 0.503 7.936 5.994
H20 -0.323 8.788 4.779
H21 1.366 8.447 4.538
C12 -6.828 -2.979 -0.747
C13 -6.500 -2.615 -2.246
C14 -5.892 -3.963 -2.756
C15 -5.632 -3.975 -4.221
C16 -6.970 -3.726 -4.923
C17 -7.625 -2.332 -4.600
N3 -7.625 -2.163 -3.123
O7 -8.634 -1.273 -2.601
C18 -6.984 -1.236 -5.319
C19 -9.095 -2.522 -5.196
C20 -5.338 -1.632 -2.163
H22 -7.372 -2.114 -0.367
H23 -5.997 -3.091 -0.050
H24 -7.426 -3.882 -0.629
H25 -4.909 -3.968 -2.285
H26 -6.567 -4.800 -2.578
H27 -5.114 -4.911 -4.428
H28 -4.938 -3.207 -4.561
H29 -7.580 -4.621 -4.798
H30 -6.772 -3.730 -5.995
H31 -7.543 -0.301 -5.272
H32 -5.969 -1.036 -4.973
H33 -6.873 -1.464 -6.379
H34 -9.519 -3.447 -4.805
H35 -9.738 -1.645 -5.120
H36 -9.086 -2.714 -6.269
H37 -4.772 -1.691 -3.093
H38 -4.602 -1.850 -1.390
H39 -5.652 -0.595 -2.043
C21 8.409 3.581 4.910
C22 7.140 2.798 4.626
C23 5.955 3.835 5.006
C24 4.629 3.246 4.597
C25 4.664 2.839 3.071
C26 5.774 1.846 2.621
N4 7.109 2.256 3.186
O8 8.219 1.363 2.921
C27 5.322 0.418 2.953
C28 5.716 2.021 1.083
C29 7.179 1.686 5.804
H40 8.431 4.409 4.202
H41 9.260 2.921 4.742
H42 8.485 3.963 5.928
H43 6.050 4.172 6.039
H44 6.165 4.708 4.389
H45 3.810 3.945 4.768
H46 4.347 2.333 5.121
H47 4.650 3.709 2.416
H48 3.703 2.330 2.997
H49 6.136 -0.193 2.563
H50 5.292 0.334 4.039
H51 4.373 0.192 2.467
H52 6.150 2.970 0.768
H53 6.219 1.168 0.628
H54 4.752 1.999 0.576
H55 6.309 1.034 5.886
H56 7.348 2.125 6.787
H57 7.969 0.958 5.617
O9 1.089 -2.437 3.660
C30 1.932 -3.334 3.775
N5 1.642 -4.420 3.028
C31 3.101 -3.284 4.759
H58 2.116 -5.290 3.223
H59 0.838 -4.452 2.417
H60 3.912 -3.930 4.423
H61 2.699 -3.623 5.714
H62 3.415 -2.267 4.992
O10 6.115 -1.313 -0.501
C32 4.929 -1.580 -0.696
N6 4.042 -0.679 -0.454
C33 4.497 -2.976 -1.131
H63 3.046 -0.844 -0.495
H64 4.389 0.212 -0.128
H65 5.095 -3.792 -0.726
H66 4.463 -2.983 -2.220
H67 3.560 -3.357 -0.725
O11 -3.799 -1.734 1.724
C34 -4.256 -0.688 1.381
N7 -3.430 0.088 0.732
C35 -5.697 -0.385 1.635
H68 -2.554 -0.289 0.400
H69 -3.839 0.884 0.263
H70 -6.366 -0.620 0.807
H71 -5.774 0.695 1.763
H72 -6.027 -0.879 2.548
O12 1.193 -1.519 -5.837
C36 1.696 -2.489 -5.276
N8 1.523 -3.721 -5.693
C37 2.461 -2.241 -4.041
H73 1.877 -4.526 -5.196
H74 0.850 -3.758 -6.446
H75 2.155 -2.970 -3.290
H76 2.301 -1.227 -3.675
H77 3.498 -2.437 -4.313
O13 2.918 -5.515 -3.141
C38 2.987 -6.357 -2.302
N9 3.958 -7.217 -2.339
C39 2.009 -6.420 -1.123
H78 4.758 -6.988 -2.911
H79 4.108 -7.872 -1.586
H80 1.026 -6.136 -1.498
H81 2.237 -5.753 -0.292
H82 2.035 -7.438 -0.733
O14 -3.238 -6.701 -6.045
C40 -2.994 -5.471 -6.063
N10 -3.597 -4.695 -6.929
C41 -2.024 -4.742 -5.062
H83 -4.386 -5.076 -7.430
H84 -3.550 -3.687 -6.978
H85 -2.534 -4.014 -4.431
H86 -1.245 -4.152 -5.545
H87 -1.574 -5.431 -4.347
O15 -3.691 3.465 -3.894
C42 -2.924 2.937 -3.065
N11 -2.749 1.645 -2.884
C43 -2.046 3.882 -2.288
H88 -1.987 1.293 -2.323
H89 -3.279 1.026 -3.480
H90 -1.119 3.387 -2.000
H91 -2.544 4.185 -1.367
H92 -1.798 4.693 -2.972

The electronic energy comes out at -131152.873 eV. The frontier orbital gap (spin up / spin down) comes out at 8.261 / 8.358 eV. The value obtained for the LUMO energy (spin up / spin down) is -0.595 / -0.596 eV. The spin multiplicity is 4.

Atom charges from the Löwdin analysis, given in e for atoms 1 to 4:
1. O 0.255
2. H 0.131
3. H 0.010
4. H 0.074